Record 1
102
Properties=species:S:1:pos:R:3 method="wB97M-V/def2-TZVPD" e_above_lowest_kcal_mol=148.5 charge=+1 gap_ha=0.2962 e_homo_ev=-10.74
C -4.48 -1.42 -1.53
O 4.80 -0.68 4.04
C 4.40 -0.95 6.36
C 9.34 -2.71 2.80
O 1.52 0.03 -4.00
H -7.03 0.61 5.78
C 10.71 -2.06 2.77
H 1.89 -0.03 6.96
C 0.59 -2.05 -10.87
C 1.33 1.03 -6.14
O 8.74 -2.58 4.10
C -7.25 2.59 6.51
O -8.37 2.90 7.20
H 1.28 -1.74 -11.67
C 8.13 -0.23 3.73
H 0.34 -0.89 7.03
C 0.32 0.22 -0.11
H -3.13 -2.79 -9.28
H 10.65 -0.99 2.98
P 3.57 -0.70 1.10
H 2.49 4.16 -4.04
H -1.98 -2.62 -7.93
C -10.02 1.11 7.25
S -6.31 -1.06 -1.65
H 4.51 0.34 1.54
H 8.34 -0.39 2.67
C -9.70 2.52 6.80
O -0.45 -0.74 -9.07
H -4.10 -2.19 -2.34
N -7.93 -0.79 0.92
C 1.56 1.06 -4.66
H 3.84 0.22 -1.23
H -1.26 1.81 -0.57
H 0.15 3.48 -5.90
H 0.89 -3.03 -10.49
H 0.90 -2.11 4.94
H -9.85 2.67 5.73
H 2.11 -2.47 6.16
C 1.70 -1.66 5.54
H -10.39 3.22 7.30
H -0.65 0.99 -2.15
H 2.06 1.53 0.57
C -7.38 1.47 1.49
H 11.18 -2.20 1.80
C -0.96 0.76 -1.04
H 9.45 -3.78 2.61
H -4.17 -1.90 -0.47
H 0.35 -0.96 -0.29
H 7.15 0.27 3.77
N -8.17 0.23 1.87
H -1.43 -3.26 -9.47
H 0.25 0.98 -6.33
C -1.78 -1.11 -9.47
H 2.42 -1.13 -1.22
H 1.81 0.13 -6.55
H 11.35 -2.49 3.55
O -6.61 1.20 0.24
O -6.17 3.08 6.84
H 8.67 -2.33 2.02
C 1.13 -0.52 6.36
C -2.14 -0.38 -0.88
O 7.45 -1.52 5.60
C -2.10 -2.53 -9.02
H 0.87 5.09 -5.69
H 5.41 -1.38 6.43
C 0.69 4.13 -5.20
O 1.75 -0.56 -9.43
C 2.00 3.50 -4.76
H -1.93 -0.97 -10.54
H -11.05 0.84 6.99
H 2.48 -0.67 2.05
C -6.97 -0.20 -0.12
C 1.73 0.98 -0.44
H -2.40 -0.43 0.27
H -0.02 0.39 1.01
H 8.89 0.42 4.15
H 1.76 1.87 -6.68
H -2.47 -0.42 -8.97
C 2.89 -0.20 -0.65
H 4.25 -1.99 1.03
H -1.68 -1.39 -1.28
H 1.65 1.71 -1.35
H -3.30 0.06 -2.87
H 2.70 3.35 -5.58
C 3.98 -0.95 4.92
C -3.52 -0.06 -1.71
H 4.42 0.08 6.73
H -9.35 0.38 6.80
H 0.70 0.24 5.71
O 2.69 -1.18 4.61
C -7.33 1.59 5.40
H -7.35 2.52 2.03
H -6.64 1.90 4.60
H -9.90 1.02 8.34
H 3.77 -1.55 7.01
H -8.31 1.51 4.94
H -0.39 -2.12 -11.33
C 0.67 -1.04 -9.76
H -4.09 0.90 -1.35
C 8.06 -1.50 4.53
O 1.76 2.26 -4.06
H 0.03 4.28 -4.34

Record 2
113
Properties=species:S:1:pos:R:3 method="wB97M-V/def2-TZVPD" gap_ha=0.2810 e_homo_ev=-8.16
H 7.37 6.25 -6.38
O 3.42 2.63 3.88
O -3.80 -0.81 2.31
C -1.79 -0.06 -1.81
N -5.36 1.39 1.44
O -0.13 0.86 0.79
H 5.89 0.42 -1.78
O -1.30 -2.05 1.24
C -7.06 -2.04 5.66
H -5.53 -8.53 -0.59
H 8.40 5.39 -3.23
C -5.27 -8.19 -4.27
N 0.37 2.78 -0.24
H 5.99 0.89 3.69
N -0.68 -0.39 -2.46
H 7.62 4.33 -2.05
O -5.33 -1.82 0.83
H -6.07 -8.86 -3.95
H 6.99 3.12 6.09
C 0.36 1.98 0.85
C -4.64 2.47 2.08
C -5.37 1.46 0.00
C -2.29 1.20 -2.20
H -4.53 -0.57 2.89
H 3.18 1.48 -4.30
H -5.60 2.46 -0.37
H 6.13 2.16 2.45
H -6.84 -0.01 5.10
O 6.57 2.96 -3.85
O 5.21 -1.06 1.56
H -5.03 2.93 -2.91
C 4.40 -1.95 1.27
C 4.96 -0.02 -1.42
O -7.40 0.13 2.79
C -4.77 -8.39 -1.37
C 4.64 2.55 3.95
H 7.14 4.38 4.85
H 0.86 1.78 2.90
H -6.05 -2.18 6.06
H 1.23 -2.50 1.50
C 6.75 3.38 5.05
H -3.58 2.22 2.19
H 7.17 6.70 -4.69
N 3.10 -1.66 1.10
N -4.99 -7.14 -2.07
H -5.47 -7.87 -5.29
H -6.99 -2.93 2.87
C -7.82 -2.23 2.81
N 6.51 4.77 -5.16
P -1.50 -2.34 -0.34
C 4.83 -3.39 1.09
H -5.75 -1.59 0.00
H -8.05 -2.06 1.76
S -0.33 0.80 -3.45
H 5.90 -3.45 1.25
N 3.99 -0.34 -3.66
C 6.81 4.14 -4.00
H 4.33 -4.04 1.80
N 5.32 3.33 4.83
H -8.70 -2.65 3.30
H 0.10 4.82 -0.64
H 4.76 1.05 2.45
C -3.53 -0.27 -0.18
C 7.44 4.97 -2.90
H -4.32 -8.72 -4.24
H -6.29 1.27 1.81
C 0.89 4.13 -0.34
H 0.41 3.43 2.44
Br -3.02 -4.01 -0.43
C -2.43 -0.81 -0.78
H 6.79 5.79 -2.60
H -4.97 -6.28 -1.54
H -7.35 -2.95 5.14
H -6.18 0.82 -0.36
B -4.25 -1.00 1.04
H 4.61 1.63 -3.27
H -0.03 2.38 -1.09
S -4.00 3.33 -2.16
O 4.13 -2.09 -2.27
N -7.09 -0.91 4.74
H 6.09 4.17 -5.85
H 5.77 6.65 -5.75
C 6.72 6.17 -5.51
H -4.82 -9.23 -2.05
H 4.28 0.79 -1.14
C -4.08 1.00 -0.62
N -1.54 1.79 -3.15
H 2.32 -3.55 0.58
H 1.29 4.45 0.61
C 0.95 2.53 2.12
C 5.43 1.61 3.09
H -5.03 2.61 3.09
H -7.74 -1.88 6.49
H 7.26 2.68 4.40
H 1.69 4.18 -1.09
C -7.43 -0.91 3.43
H 2.89 -0.69 1.24
H 1.55 -2.15 -0.20
H -4.73 3.42 1.55
C 1.99 -2.53 0.73
C 4.15 1.05 -4.06
H 2.00 2.77 2.00
H 4.79 1.11 -4.94
C -5.23 -6.95 -3.40
H 5.14 -0.64 -0.55
H -1.40 -1.10 1.42
C 4.33 -0.90 -2.47
O -5.40 -5.84 -3.85
H 4.60 -3.72 0.07
C -3.46 1.73 -1.59
H 4.73 3.94 5.38
H -3.79 -8.39 -0.88
H 3.58 -0.99 -4.31